# 1
{"formula": "C26H62N3O9S", "method": "ωB97M-V/def2-TZVPD", "elements": ["C", "C", "C", "C", "C", "C", "C", "C", "S", "O", "O", "O", "H", "H", "H", "H", "H", "H", "H", "H", "H", "H", "H", "H", "H", "H", "H", "H", "H", "C", "O", "C", "C", "N", "C", "C", "O", "C", "H", "H", "H", "H", "H", "H", "H", "H", "H", "H", "H", "H", "H", "H", "H", "C", "O", "C", "C", "N", "C", "C", "O", "C", "H", "H", "H", "H", "H", "H", "H", "H", "H", "H", "H", "H", "H", "H", "H", "C", "O", "C", "C", "N", "C", "C", "O", "C", "H", "H", "H", "H", "H", "H", "H", "H", "H", "H", "H", "H", "H", "H", "H"], "xyz": [[-0.674, 3.490, 0.240], [-0.576, 3.723, -1.282], [-1.414, 2.776, -2.138], [-0.980, 1.304, -2.133], [-1.543, 0.428, -0.994], [-0.579, -0.032, 0.105], [0.781, -0.527, -0.382], [1.587, -1.204, 0.727], [1.339, -2.985, 0.805], [0.089, -3.163, 1.541], [1.270, -3.426, -0.583], [2.516, -3.481, 1.520], [0.184, 2.906, 0.576], [-0.660, 4.426, 0.797], [-1.582, 2.937, 0.482], [-0.913, 4.745, -1.484], [0.471, 3.670, -1.589], [-2.476, 2.881, -1.890], [-1.309, 3.130, -3.171], [-1.341, 0.876, -3.069], [0.111, 1.279, -2.189], [-2.059, -0.436, -1.415], [-2.329, 1.016, -0.503], [-1.051, -0.874, 0.621], [-0.437, 0.735, 0.870], [1.365, 0.339, -0.718], [0.689, -1.187, -1.244], [1.368, -0.767, 1.701], [2.653, -1.071, 0.537], [-1.387, 3.025, -9.406], [-2.686, 2.475, -9.354], [-2.805, 1.171, -9.907], [-3.045, 0.129, -8.836], [-1.862, -0.069, -8.014], [-2.071, -0.886, -6.821], [-3.052, -0.392, -5.766], [-2.632, 0.766, -5.072], [-2.891, 1.997, -5.714], [-1.470, 4.075, -9.130], [-0.699, 2.536, -8.708], [-0.968, 2.959, -10.415], [-1.920, 0.920, -10.500], [-3.668, 1.184, -10.579], [-3.300, -0.819, -9.321], [-3.919, 0.452, -8.255], [-1.505, 0.834, -7.729], [-1.100, -1.003, -6.334], [-2.385, -1.885, -7.141], [-3.128, -1.175, -5.007], [-4.064, -0.246, -6.166], [-3.809, 1.960, -6.308], [-2.060, 2.310, -6.354], [-3.006, 2.751, -4.935], [6.143, -9.806, 4.304], [5.004, -9.172, 4.836], [5.203, -7.813, 5.218], [4.493, -6.851, 4.292], [5.116, -6.813, 2.979], [4.353, -6.070, 1.966], [2.965, -6.563, 1.596], [2.951, -7.818, 0.911], [3.002, -8.957, 1.731], [5.917, -10.869, 4.229], [6.398, -9.435, 3.305], [7.013, -9.678, 4.958], [6.272, -7.583, 5.266], [4.787, -7.702, 6.224], [4.538, -5.850, 4.731], [3.435, -7.146, 4.252], [5.251, -7.762, 2.654], [4.955, -6.066, 1.054], [4.256, -5.032, 2.287], [2.547, -5.831, 0.908], [2.286, -6.599, 2.455], [2.493, -8.795, 2.687], [4.030, -9.285, 1.931], [2.496, -9.770, 1.205], [-3.853, 4.802, 6.684], [-3.543, 6.151, 6.396], [-2.435, 6.675, 7.114], [-1.245, 6.908, 6.208], [-0.668, 5.651, 5.759], [0.336, 5.773, 4.708], [-0.083, 6.369, 3.369], [-0.974, 5.564, 2.624], [-2.342, 5.681, 2.961], [-4.814, 4.586, 6.221], [-3.109, 4.108, 6.279], [-3.937, 4.636, 7.762], [-2.166, 6.018, 7.946], [-2.747, 7.637, 7.531], [-0.485, 7.467, 6.763], [-1.585, 7.542, 5.377], [-1.410, 5.047, 5.430], [0.722, 4.769, 4.513], [1.172, 6.363, 5.098], [0.820, 6.449, 2.757], [-0.484, 7.386, 3.469], [-2.594, 6.693, 3.289], [-2.636, 4.966, 3.735], [-2.916, 5.449, 2.063]], "mulliken_charge": [-0.50, -0.75, -0.70, 0.16, -1.06, -0.52, -0.33, -1.18, 1.24, -0.74, -0.74, -0.61, 0.16, 0.16, 0.19, 0.40, 0.31, 0.31, 0.18, -0.17, 0.43, 0.48, 0.37, 0.38, 0.20, 0.21, 0.43, 0.36, 0.38, -0.71, -0.34, -0.81, -0.18, -0.31, -0.79, -0.51, -0.31, -0.66, 0.24, 0.29, 0.34, 0.40, 0.39, 0.37, 0.17, 0.08, 0.38, 0.41, 0.38, 0.34, 0.37, 0.19, 0.26, -0.71, -0.34, -0.80, -0.15, -0.35, -0.77, -0.13, -0.46, -0.54, 0.23, 0.30, 0.33, 0.41, 0.39, 0.35, 0.17, 0.15, 0.29, 0.47, 0.15, 0.27, 0.26, 0.16, 0.30, -0.71, -0.34, -0.81, -0.17, -0.30, -0.85, -0.49, -0.37, -0.65, 0.24, 0.30, 0.34, 0.41, 0.39, 0.37, 0.17, 0.07, 0.40, 0.41, 0.37, 0.36, 0.33, 0.17, 0.32], "total_charge": -1}


# 2
{"formula": "C26H63As3CdN6S", "method": "ωB97M-V/def2-TZVPD", "elements": ["Cd", "C", "C", "N", "C", "C", "N", "C", "C", "C", "N", "C", "C", "N", "C", "H", "H", "H", "H", "H", "H", "H", "H", "H", "H", "H", "H", "H", "H", "H", "H", "H", "H", "H", "H", "H", "H", "H", "H", "C", "As", "C", "C", "C", "C", "C", "As", "C", "C", "C", "As", "C", "C", "H", "H", "H", "H", "H", "H", "H", "H", "H", "H", "H", "H", "H", "H", "H", "H", "H", "H", "H", "H", "H", "H", "H", "H", "H", "H", "H", "C", "N", "C", "C", "S", "N", "C", "C", "H", "H", "H", "H", "H", "H", "H", "H", "H", "H", "H", "H"], "xyz": [[-0.002, 0.083, 1.588], [-2.407, -1.543, 3.638], [-0.983, -1.990, 3.958], [-0.112, -1.998, 2.756], [1.262, -2.466, 3.049], [2.191, -1.322, 3.432], [2.217, -0.349, 2.329], [3.090, 0.838, 2.482], [2.944, 1.605, 3.794], [1.533, 1.851, 4.325], [0.509, 2.028, 3.281], [-0.767, 2.462, 3.873], [-1.940, 2.174, 2.955], [-2.027, 0.735, 2.642], [-2.632, -0.043, 3.754], [-3.085, -2.035, 4.336], [-2.684, -1.876, 2.633], [-0.997, -2.986, 4.401], [-0.534, -1.320, 4.698], [-0.529, -2.644, 2.097], [1.653, -2.951, 2.153], [1.257, -3.211, 3.845], [3.182, -1.724, 3.648], [1.831, -0.836, 4.337], [2.569, -0.851, 1.523], [2.861, 1.498, 1.646], [4.138, 0.553, 2.380], [3.442, 2.562, 3.635], [3.508, 1.106, 4.583], [1.565, 2.719, 4.988], [1.206, 1.016, 4.944], [0.826, 2.752, 2.645], [-0.761, 3.525, 4.121], [-0.890, 1.927, 4.814], [-1.803, 2.717, 2.024], [-2.861, 2.533, 3.416], [-2.641, 0.618, 1.842], [-3.700, 0.171, 3.803], [-2.198, 0.305, 4.690], [-1.814, 2.923, -0.611], [-0.106, 2.006, -0.396], [1.011, 3.577, -0.106], [0.194, 1.673, -2.309], [1.274, 0.699, -2.803], [1.324, 0.820, -4.333], [0.877, -0.764, -2.519], [1.098, -1.512, -0.723], [3.008, -1.972, -0.735], [0.469, -3.304, -1.184], [2.649, 0.987, -2.173], [3.767, 2.622, -2.447], [2.666, 3.947, -3.389], [4.737, 1.996, -4.025], [-1.842, 3.366, -1.604], [-1.913, 3.720, 0.122], [-2.639, 2.220, -0.508], [0.742, 4.338, -0.833], [2.069, 3.341, -0.209], [0.836, 3.986, 0.889], [0.383, 2.669, -2.705], [-0.775, 1.354, -2.684], [0.380, 0.488, -4.778], [2.126, 0.197, -4.739], [1.497, 1.849, -4.651], [1.458, -1.427, -3.160], [-0.178, -0.917, -2.765], [3.283, -2.337, -1.724], [3.173, -2.777, -0.019], [3.652, -1.130, -0.483], [1.101, -3.705, -1.974], [-0.563, -3.264, -1.534], [0.528, -3.966, -0.320], [3.343, 0.196, -2.468], [2.554, 0.911, -1.086], [1.863, 4.340, -2.772], [2.267, 3.585, -4.335], [3.344, 4.773, -3.605], [5.257, 1.066, -3.799], [5.483, 2.743, -4.293], [4.070, 1.844, -4.875], [-4.434, -3.904, -2.077], [-3.431, -3.164, -1.292], [-2.999, -3.867, -0.083], [-3.193, -1.853, -1.473], [-2.546, -0.883, -0.218], [-3.507, -1.340, -2.695], [-3.819, 0.074, -2.877], [-3.184, -2.049, -3.939], [-5.093, -4.428, -1.386], [-3.970, -4.642, -2.732], [-5.036, -3.225, -2.667], [-2.983, -4.935, -0.294], [-3.687, -3.674, 0.743], [-2.007, -3.544, 0.209], [-4.276, 0.481, -1.983], [-4.524, 0.159, -3.705], [-2.934, 0.662, -3.122], [-2.718, -3.006, -3.731], [-2.478, -1.446, -4.514], [-4.068, -2.210, -4.557]], "mulliken_charge": [4.85, -0.65, -0.85, -0.49, -1.14, -0.69, 0.08, -0.62, -1.10, -1.06, -0.16, -0.88, -0.59, -0.36, -0.76, 0.48, -0.06, 0.58, 0.41, -0.04, 0.36, 0.51, 0.48, 0.34, -0.36, -0.01, 0.60, 0.44, 0.31, 0.54, 0.56, -0.09, 0.50, 0.52, -0.30, 0.49, 0.14, 0.48, 0.31, -1.50, 0.59, -1.49, -1.22, 2.58, -1.83, -1.42, 0.64, -1.70, -1.09, -1.04, 0.42, -0.98, -1.13, 0.49, 0.55, 0.23, 0.41, 0.28, 0.48, 0.59, -0.28, 0.29, 0.50, 0.25, 0.84, -0.21, 0.52, 0.44, 0.42, 0.54, 0.03, 0.41, 0.67, -0.81, 0.18, 0.29, 0.45, 0.33, 0.44, 0.32, -1.27, 0.25, -0.83, -0.53, 0.09, 0.08, -0.88, -1.25, 0.44, 0.38, 0.40, 0.44, 0.36, -0.05, 0.40, 0.39, 0.16, 0.42, 0.38, 0.37], "relative_energy_kj_mol": 0.0, "total_charge": 2}


# 3
{"formula": "C26H63B3O16", "method": "ωB97M-V/def2-TZVPD", "elements": ["O", "C", "C", "B", "O", "B", "O", "B", "O", "H", "H", "H", "H", "H", "H", "H", "C", "O", "C", "C", "O", "C", "C", "O", "C", "H", "H", "H", "H", "H", "H", "H", "H", "H", "H", "H", "H", "H", "H", "C", "O", "C", "C", "O", "C", "C", "O", "C", "H", "H", "H", "H", "H", "H", "H", "H", "H", "H", "H", "H", "H", "H", "C", "O", "C", "C", "O", "C", "C", "O", "C", "H", "H", "H", "H", "H", "H", "H", "H", "H", "H", "H", "H", "H", "H", "C", "O", "C", "C", "O", "C", "C", "O", "C", "H", "H", "H", "H", "H", "H", "H", "H", "H", "H", "H", "H", "H", "H"], "xyz": [[-2.547, -5.801, -6.781], [-1.413, -6.108, -7.587], [-0.359, -4.990, -7.582], [1.093, -5.353, -7.139], [1.465, -6.635, -6.747], [2.279, -6.753, -5.638], [3.099, -5.683, -5.310], [2.801, -4.435, -5.830], [2.077, -4.378, -6.999], [-2.994, -5.037, -7.168], [-1.734, -6.323, -8.610], [-1.010, -7.031, -7.173], [-0.681, -4.206, -6.883], [-0.308, -4.492, -8.557], [2.257, -7.727, -4.962], [3.112, -3.452, -5.239], [-4.774, -1.476, -1.332], [-3.833, -2.365, -1.885], [-4.299, -3.021, -3.049], [-3.140, -3.468, -3.910], [-2.503, -2.421, -4.626], [-1.601, -1.617, -3.886], [-0.257, -2.275, -3.668], [-0.348, -3.284, -2.676], [0.599, -4.309, -2.849], [-5.656, -2.004, -0.951], [-4.290, -0.965, -0.501], [-5.101, -0.730, -2.065], [-4.947, -2.351, -3.628], [-4.887, -3.907, -2.771], [-3.534, -4.135, -4.679], [-2.421, -4.028, -3.309], [-2.028, -1.311, -2.928], [-1.434, -0.726, -4.495], [0.457, -1.501, -3.353], [0.094, -2.706, -4.615], [0.488, -4.776, -3.837], [0.418, -5.059, -2.082], [1.627, -3.942, -2.753], [2.352, 4.712, -2.921], [2.668, 3.702, -1.993], [3.076, 4.212, -0.739], [2.850, 3.197, 0.359], [1.495, 3.055, 0.752], [0.659, 2.276, -0.088], [0.834, 0.783, 0.089], [2.020, 0.334, -0.535], [2.508, -0.866, 0.021], [3.230, 5.317, -3.179], [1.987, 4.223, -3.822], [1.574, 5.380, -2.534], [2.523, 5.130, -0.503], [4.147, 4.458, -0.765], [3.361, 3.570, 1.249], [3.289, 2.235, 0.083], [0.781, 2.547, -1.138], [-0.360, 2.519, 0.221], [-0.037, 0.276, -0.354], [0.854, 0.544, 1.160], [2.696, -0.763, 1.096], [3.443, -1.104, -0.482], [1.799, -1.689, -0.135], [-9.502, 1.575, 5.116], [-8.512, 0.778, 4.513], [-8.966, 0.120, 3.348], [-7.811, -0.229, 2.436], [-7.282, 0.872, 1.718], [-6.442, 1.777, 2.415], [-5.044, 1.255, 2.662], [-5.026, 0.313, 3.715], [-3.939, -0.578, 3.636], [-10.339, 0.973, 5.489], [-9.039, 2.089, 5.956], [-9.899, 2.318, 4.414], [-9.677, 0.755, 2.805], [-9.483, -0.812, 3.620], [-8.201, -0.900, 1.667], [-7.033, -0.757, 2.993], [-6.896, 2.107, 3.352], [-6.347, 2.639, 1.751], [-4.396, 2.108, 2.912], [-4.661, 0.799, 1.739], [-3.935, -1.118, 2.681], [-4.045, -1.293, 4.449], [-2.978, -0.060, 3.742], [9.966, 3.270, 5.896], [8.566, 3.407, 5.948], [8.147, 4.747, 6.104], [6.737, 4.937, 5.588], [6.641, 4.962, 4.173], [6.661, 3.712, 3.505], [5.345, 2.967, 3.555], [5.143, 2.365, 4.818], [3.781, 2.173, 5.120], [10.439, 3.563, 6.841], [10.184, 2.221, 5.707], [10.397, 3.878, 5.092], [8.824, 5.422, 5.565], [8.166, 5.026, 7.167], [6.407, 5.926, 5.914], [6.074, 4.187, 6.022], [7.468, 3.073, 3.869], [6.854, 3.954, 2.457], [5.351, 2.191, 2.775], [4.528, 3.665, 3.333], [3.228, 3.119, 5.088], [3.726, 1.759, 6.125], [3.304, 1.474, 4.421]], "mulliken_charge": [-0.52, -0.55, -0.24, 0.40, -0.55, 0.66, -0.56, 0.62, -0.42, 0.31, 0.31, 0.27, 0.11, 0.37, -0.12, -0.10, -0.72, -0.23, -0.75, -0.03, -0.44, -0.51, -0.01, -0.32, -0.55, 0.35, 0.08, 0.36, 0.35, 0.41, 0.27, 0.12, 0.19, 0.43, 0.39, -0.09, 0.02, 0.35, 0.33, -0.79, -0.24, -0.69, 0.04, -0.46, -0.53, -0.41, -0.26, -0.74, 0.32, 0.24, 0.33, 0.36, 0.37, 0.12, 0.21, 0.23, 0.42, 0.32, 0.33, 0.30, 0.25, 0.27, -0.77, -0.26, -0.61, -0.34, -0.44, -0.43, -0.23, -0.29, -0.67, 0.32, 0.23, 0.33, 0.34, 0.40, 0.38, 0.20, 0.20, 0.39, 0.42, 0.04, 0.24, 0.25, 0.31, -0.77, -0.27, -0.57, -0.38, -0.43, -0.48, -0.40, -0.34, -0.69, 0.32, 0.23, 0.33, 0.34, 0.40, 0.38, 0.20, 0.20, 0.40, 0.47, 0.25, 0.31, 0.25, 0.26], "smiles": "OCCB1OBOBO1.COCCOCCOC.COCCOCCOC.COCCOCCOC.COCCOCCOC", "total_charge": 0}


no.,HOMO-LUMO gap (eV)
1,7.2
2,8.8
3,9.8